Formula: C29H51Cl38P
Source: the Open Molecules 2025 dataset
Level of theory: ωB97M-V/def2-TZVPD

Structure (XYZ):
```
119
Properties=species:S:1:pos:R:3
H -0.43459 4.08874 -5.19341
H -1.45357 2.67200 -0.05421
H -2.33124 3.93715 8.79640
C 1.84613 3.23961 3.48609
H 0.12439 -5.81114 -3.46241
Cl 1.04469 -4.91428 -1.48414
C 1.36105 4.09662 2.46150
Cl -0.94806 2.91858 6.64104
Cl 2.91698 -11.56801 0.14385
H 3.12966 0.16841 9.33744
C 3.38155 1.12606 8.89488
Cl 2.63347 -13.54997 -1.98362
Cl 4.69963 -1.52482 2.38211
H 0.11620 4.36928 0.72260
H 4.92833 6.66379 0.75194
H -0.15049 -10.01259 -0.19282
Cl 2.28360 -4.10679 2.33479
C -0.90076 4.90958 -5.72933
Cl -4.26056 -1.57401 -2.53193
Cl -1.51229 -6.79373 -5.42268
C -3.12851 -6.08029 -5.46587
H -1.81901 1.38268 1.07699
H -3.55311 4.21028 -2.82237
C 1.40047 1.91421 3.48622
C -6.84890 -4.60553 -6.23809
H 0.14098 0.43409 2.55789
Cl 3.65434 1.68196 -8.32816
H 0.56294 -4.83463 0.91340
Cl 0.23627 -1.50788 0.35285
C 1.96154 2.18707 -8.30392
Cl -2.69678 5.45389 4.84160
H 4.60145 -12.82409 -0.91635
C 0.70811 -9.64719 -0.74670
H -3.21058 -5.35053 -4.66874
Cl -3.37620 7.58337 -10.22613
H 5.43964 0.71358 2.28495
Cl -6.54805 0.24237 -2.39329
C -1.85483 4.86151 8.43693
H 3.58961 -13.82422 0.14938
Cl 0.14629 -8.94997 -2.27410
C 0.45555 3.65882 1.48111
H 1.62016 5.14610 2.39607
Cl -4.38647 -7.30410 -5.24793
H 3.47400 4.52211 4.15498
Cl 1.90797 2.09578 8.75847
Cl -1.70164 -4.71461 -2.45040
Cl 6.09106 -0.94653 6.97398
Cl -0.22131 -1.11161 -2.50027
H -1.58406 6.28118 -11.02263
H 5.74336 5.08480 0.71686
C -5.27888 -0.58336 -1.47785
Cl -5.43756 -3.61796 -5.83592
H 1.76210 -1.77830 -1.41400
H 1.39749 1.55518 -8.98136
C 0.02504 2.33281 1.53041
C -0.99090 1.82667 0.49550
Cl 3.37561 -0.85872 5.89800
Cl -1.13362 4.42761 -7.41240
C -0.72568 4.47238 7.48054
H 0.57272 4.49616 5.02722
H -3.27002 -5.59833 -6.42718
Cl 6.15960 6.25517 2.71865
H 1.39123 -10.46491 -0.95987
C 5.17317 5.77743 1.32742
H -4.35757 7.10433 4.60838
H 1.72235 1.20987 4.25571
Cl -0.46890 -3.87457 -6.51681
H 5.26595 -1.92838 4.99837
Cl -0.39070 -5.03594 3.05915
P 1.64952 4.54276 5.95846
H 1.37049 -0.06806 -1.11446
H -2.66669 5.35292 -9.96127
H 3.34562 2.91294 4.94997
C -4.35635 6.05985 4.90066
H -0.55460 1.09765 -0.19932
C -3.46769 3.17493 -2.51901
H -1.40572 5.42044 9.26526
Cl -2.59655 -1.91303 -6.05949
H 3.79606 0.97915 7.90483
H 4.66217 -2.74645 6.45732
Cl -5.05084 5.92324 6.52113
C 4.87602 -1.78649 5.99981
H -1.73740 -3.51889 -4.56113
Cl -4.14367 2.99537 -0.89526
H 1.98679 3.51292 6.87504
Cl 4.59275 1.92235 9.90770
H -4.02562 2.54070 -3.20072
Cl 1.26456 2.04862 -6.68622
Cl -3.44193 5.41824 -12.18310
C 0.36034 5.20995 7.25386
H 4.96481 0.08864 0.68977
C 0.92929 -5.14984 1.88655
Cl -8.10619 -4.47568 -5.00331
C -1.30399 -2.87219 -5.32125
C 0.49570 1.46670 2.51178
H -5.74337 -1.22332 -0.73553
H -6.53867 -5.64245 -6.31374
H -4.96319 5.48096 4.21288
Cl 3.11379 0.89423 1.91486
Cl 1.56060 -8.45198 0.23912
C -2.61864 6.08065 -10.76593
H 2.40526 5.74106 6.01998
H 1.27205 -6.17693 1.84510
H -0.44785 -6.66250 -2.01427
Cl -1.76627 2.69780 -2.56845
H -0.25942 5.78367 -5.70064
C -0.22470 -5.69252 -2.44309
C 4.70403 0.12824 1.74292
H -2.58090 5.45747 7.86471
Cl -2.43480 5.30127 -4.94758
C 2.78435 3.78567 4.56724
H -7.25246 -4.26644 -7.18608
H -4.65821 0.16238 -0.99198
H -0.58486 -2.19916 -4.86958
H 1.90015 3.22240 -8.62233
C 0.96754 -1.07372 -1.19069
Cl 3.66640 4.99150 1.83901
C 3.58804 -13.03131 -0.59054
Cl 0.60443 6.75205 8.06817
```

**HOMO energy**: -7.85 eV
**Frontier orbital gap**: 8.0 eV
**Energy relative to the best compared isomer or geometry (same formula, charge and spin)**: 0.0 kcal/mol
**2S+1**: 1
**F_max**: 2.2 eV Å⁻¹
**Charge**: 0

Löwdin atomic charge list, values in e, 99 entries: -0.009 -0.009 0.069 -0.395 -0.010 0.572 -0.216 0.592 0.577 0.028 -1.033 0.518 0.518 0.116 0.026 0.037 0.481 -1.012 0.489 0.523 -1.065 0.086 -0.030 -0.214 -1.016 0.094 0.508 -0.068 0.552 -1.031 0.538 0.029 -1.029 -0.037 0.499 0.032 0.500 -0.137 0.028 0.573 -0.035 0.035 0.540 0.003 0.546 0.571 0.519 0.540 0.024 0.024 -1.020 0.507 0.016 0.028 -0.275 -0.097 0.534 0.505 -0.827 0.008 0.011 0.504 -0.093 -0.962 0.025 0.086 0.511 -0.033 0.506 0.793 0.023 -0.006 0.074 -1.007 0.023 -1.002 0.055 0.494 -0.044 0.030 0.521 -1.012 -0.069 0.548 -0.070 0.506 0.027 0.499 0.500 -0.873 0.023 -1.068 0.510 -1.047 -0.150 0.028 -0.010 0.024 0.724